{
  "formula": "C5H14",
  "method": "ωB97M-V/def2-TZVPD",
  "elements": ["C", "C", "C", "H", "H", "H", "H", "H", "H", "H", "H", "C", "C", "H", "H", "H", "H", "H", "H"],
  "positions_angstrom": [[0.311, -0.089, -1.625], [0.488, 1.263, -0.912], [1.565, 1.910, -1.834], [0.825, -0.204, -2.694], [-0.786, -0.505, -1.808], [0.799, -0.899, -1.074], [-0.376, 1.896, -1.091], [0.620, 1.038, 0.177], [1.132, 2.993, -2.079], [2.537, 1.736, -1.428], [1.611, 1.476, -2.853], [-1.104, -2.133, 2.291], [-1.072, -0.606, 1.917], [-0.491, -2.689, 1.675], [-0.585, -2.143, 3.391], [-2.158, -2.424, 2.266], [-0.805, -0.209, 2.854], [-2.099, -0.230, 1.750], [-0.412, -0.182, 1.079]],
  "atomic_forces_ev_per_a": [[-1.571, -2.839, -2.003], [-0.151, -1.135, -2.343], [-1.559, 2.400, -0.370], [-1.283, 0.585, 2.274], [1.996, 1.106, 0.602], [-0.058, 0.054, 0.184], [-0.404, -0.281, 0.600], [0.548, 0.989, -1.094], [2.049, -1.694, 0.944], [0.909, 0.963, 0.274], [-0.348, 0.008, 0.799], [0.320, 2.536, 2.836], [-0.476, -0.074, -1.082], [0.986, -1.479, -1.368], [-1.685, -0.632, -2.543], [0.518, -0.529, 0.358], [0.648, 1.473, 0.771], [0.477, -0.206, -0.235], [-0.917, -1.244, 1.395]],
  "lumo_energy_ha": 0.0410,
  "gap_ev": 11.54,
  "e_tot_ev": -5409.7454,
  "homo_ev": -10.42,
  "e_above_lowest_kcal_mol": 53.1,
  "smiles": "CCC.CC",
  "charge": 0
}

{
  "formula": "C15H11CrN4O8S",
  "method": "ωB97M-V/def2-TZVPD",
  "elements": ["Cr", "O", "C", "O", "C", "C", "C", "C", "C", "N", "C", "O", "O", "H", "H", "H", "O", "C", "C", "C", "C", "C", "C", "C", "O", "N", "O", "O", "H", "H", "H", "H", "N", "C", "N", "S", "H", "H", "H", "H"],
  "positions_angstrom": [[-0.061, 0.586, -0.294], [-2.175, -2.186, -2.152], [-1.312, -1.510, -1.654], [-1.487, -0.552, -0.758], [0.156, -1.683, -1.980], [0.758, -2.580, -2.845], [2.141, -2.514, -2.985], [2.888, -1.578, -2.272], [2.206, -0.717, -1.432], [0.892, -0.806, -1.323], [2.744, 0.406, -0.568], [3.926, 0.629, -0.460], [1.772, 1.061, 0.029], [0.150, -3.294, -3.383], [2.642, -3.198, -3.657], [3.962, -1.504, -2.357], [-0.778, 2.215, 0.683], [-0.824, 3.363, 0.192], [-0.522, 3.758, -1.134], [-0.597, 5.140, -1.412], [-0.329, 5.592, -2.667], [0.012, 4.704, -3.709], [0.078, 3.367, -3.469], [-0.184, 2.827, -2.171], [-0.131, 1.564, -2.008], [-0.404, 7.029, -2.945], [-0.696, 7.770, -2.025], [-0.140, 7.396, -4.074], [-1.139, 4.165, 0.870], [-0.865, 5.844, -0.635], [0.215, 5.108, -4.690], [0.331, 2.668, -4.254], [1.855, -0.534, 3.599], [0.960, 0.103, 2.837], [0.843, 1.421, 2.978], [-0.012, -0.785, 1.764], [2.421, -0.057, 4.280], [2.001, -1.515, 3.445], [1.561, 1.960, 3.431], [0.213, 1.894, 2.347]],
  "atomic_forces_ev_per_a": [[-0.004, 0.191, -0.146], [0.069, 0.030, -0.013], [-0.157, 0.068, 0.103], [0.130, -0.233, -0.066], [0.080, -0.065, -0.068], [-0.020, 0.020, 0.061], [-0.006, -0.018, 0.000], [-0.013, 0.010, 0.058], [-0.005, -0.051, -0.036], [-0.131, 0.212, -0.024], [0.065, 0.062, 0.025], [-0.072, -0.010, -0.032], [-0.028, -0.231, 0.033], [0.014, -0.003, -0.013], [0.007, 0.000, 0.004], [-0.002, -0.006, -0.016], [0.053, 0.046, -0.006], [-0.058, -0.016, -0.031], [-0.014, 0.064, 0.087], [0.022, -0.074, -0.088], [-0.082, 0.109, -0.003], [-0.010, 0.004, 0.028], [-0.012, -0.024, 0.025], [-0.126, 0.049, -0.104], [0.194, -0.036, 0.079], [0.242, -0.033, 0.062], [-0.067, -0.036, -0.066], [-0.100, -0.024, 0.049], [0.014, 0.028, -0.008], [0.001, 0.002, 0.007], [0.001, 0.003, -0.008], [-0.001, -0.008, 0.010], [-0.012, 0.007, 0.000], [0.071, -0.006, 0.001], [0.038, -0.069, 0.061], [-0.025, -0.015, 0.057], [-0.014, 0.006, 0.013], [-0.003, -0.018, 0.005], [0.022, 0.000, -0.007], [-0.064, 0.067, -0.035]],
  "lumo_energy_ha": [-0.0336, -0.0380],
  "gap_ev": [8.01, 7.53],
  "e_tot_ev": -77331.3934,
  "s_squared": 0.76,
  "homo_ev": [-8.92, -8.57],
  "spin_multiplicity": 2,
  "charge": 0
}

{
  "formula": "C7H12",
  "method": "ωB97M-V/def2-TZVPD",
  "elements": ["C", "C", "C", "C", "C", "C", "C", "H", "H", "H", "H", "H", "H", "H", "H", "H", "H", "H", "H"],
  "positions_angstrom": [[0.119, -0.281, 2.338], [0.899, 0.294, 1.157], [1.296, -0.003, -0.456], [0.671, -0.512, -1.706], [-0.810, -0.702, -1.485], [-1.084, 0.436, -0.473], [0.288, 0.981, 0.010], [0.733, -0.984, 2.908], [-0.172, 0.518, 3.049], [-0.804, -0.779, 2.038], [1.853, 0.703, 1.486], [2.338, 0.275, -0.628], [0.651, 1.040, -2.229], [1.181, -1.334, -2.261], [-1.313, -0.543, -2.441], [-1.131, -1.700, -1.134], [-1.737, 0.107, 0.341], [-1.583, 1.250, -0.993], [0.469, 2.008, -0.305]],
  "atomic_forces_ev_per_a": [[0.064, -0.279, -0.283], [0.307, -0.473, -0.386], [0.035, -0.024, 0.933], [-0.085, 1.475, -0.597], [0.036, 0.354, -0.123], [-0.156, 0.287, 0.016], [-0.175, 0.673, 0.063], [-0.098, -0.045, -0.124], [0.244, -0.121, -0.511], [0.143, -0.067, 0.015], [-0.244, 0.174, -0.004], [-0.360, 0.265, 0.441], [0.270, -4.092, -0.150], [-0.187, 1.127, -0.069], [-0.245, -0.024, 0.181], [0.537, 0.325, 0.055], [0.133, 0.180, -0.090], [-0.178, 0.034, 0.097], [-0.039, 0.231, 0.535]],
  "lumo_energy_ha": 0.0325,
  "gap_ev": 9.36,
  "e_tot_ev": -7449.1954,
  "homo_ev": -8.48,
  "e_above_lowest_kcal_mol": 97.7,
  "charge": 0
}

{
  "formula": "C45H58N3O2",
  "method": "ωB97M-V/def2-TZVPD",
  "elements": ["C", "C", "C", "C", "C", "C", "C", "C", "C", "C", "C", "C", "C", "C", "N", "C", "C", "N", "C", "C", "C", "C", "C", "C", "C", "C", "C", "C", "C", "C", "C", "C", "C", "C", "C", "C", "C", "C", "N", "O", "O", "C", "C", "H", "H", "H", "H", "H", "H", "H", "H", "H", "H", "H", "H", "H", "H", "H", "H", "H", "H", "H", "H", "H", "H", "H", "H", "H", "H", "H", "H", "H", "H", "H", "H", "H", "H", "H", "H", "H", "H", "H", "H", "H", "H", "H", "H", "H", "H", "H", "H", "H", "H", "H", "C", "C", "C", "C", "C", "C", "C", "H", "H", "H", "H", "H", "H", "H"],
  "positions_angstrom": [[-1.516, 2.511, 1.181], [-0.242, 3.320, 1.384], [-0.660, 4.803, 1.412], [0.411, 3.042, 2.736], [0.758, 3.010, 0.209], [0.758, 3.935, -0.839], [1.921, 4.156, -1.563], [2.976, 3.272, -1.392], [2.778, 2.027, -0.777], [3.771, 0.894, -1.201], [3.135, -0.497, -1.160], [5.028, 0.988, -0.323], [4.226, 1.096, -2.658], [1.666, 1.916, 0.102], [1.377, 0.694, 0.818], [2.203, 0.122, 1.881], [1.629, -1.254, 2.085], [0.327, -1.219, 1.402], [-0.669, -2.261, 1.677], [-1.344, -2.317, 2.933], [-1.382, -1.248, 4.061], [-2.800, -1.166, 4.657], [-1.063, 0.132, 3.545], [-0.414, -1.643, 5.186], [-2.083, -3.468, 3.241], [-2.560, -4.298, 2.245], [-2.034, -4.132, 0.973], [-0.887, -3.357, 0.786], [0.152, -4.004, -0.165], [-0.473, -5.009, -1.148], [1.129, -4.802, 0.717], [0.840, -2.926, -0.961], [0.324, -0.145, 0.520], [-0.459, 0.078, -0.618], [-1.702, -0.617, -0.823], [-2.667, -0.810, 0.222], [-3.663, -1.750, 0.070], [-3.646, -2.545, -1.091], [-4.145, -3.880, -1.011], [-3.902, -4.647, -1.987], [-4.736, -4.258, 0.027], [-2.870, -2.218, -2.219], [-1.959, -1.191, -2.110], [-1.260, 1.449, 1.143], [-2.241, 2.676, 1.991], [-1.988, 2.757, 0.220], [0.217, 5.461, 1.452], [-1.264, 5.079, 0.540], [-1.270, 4.987, 2.308], [1.314, 3.657, 2.851], [-0.282, 3.277, 3.558], [0.715, 1.998, 2.835], [-0.104, 4.568, -1.046], [2.006, 4.988, -2.263], [3.948, 3.518, -1.819], [2.097, -0.443, -1.521], [3.675, -1.190, -1.826], [3.167, -0.931, -0.151], [5.470, 1.992, -0.380], [4.811, 0.784, 0.734], [5.785, 0.266, -0.653], [4.790, 2.024, -2.799], [4.886, 0.273, -2.963], [3.378, 1.098, -3.354], [3.258, 0.109, 1.591], [2.112, 0.741, 2.785], [2.255, -2.029, 1.619], [1.500, -1.530, 3.135], [-3.089, -2.062, 5.217], [-2.852, -0.319, 5.351], [-3.550, -0.997, 3.874], [-0.058, 0.162, 3.132], [-1.781, 0.411, 2.769], [-1.122, 0.868, 4.355], [0.633, -1.584, 4.864], [-0.548, -0.945, 6.023], [-0.601, -2.662, 5.550], [-2.382, -3.655, 4.276], [-3.302, -5.075, 2.423], [-2.419, -4.726, 0.165], [-1.258, -4.557, -1.775], [0.317, -5.386, -1.820], [-0.897, -5.878, -0.624], [1.618, -4.163, 1.462], [0.576, -5.585, 1.259], [1.900, -5.267, 0.090], [1.485, -2.344, -0.309], [1.432, -3.338, -1.789], [0.093, -2.241, -1.374], [-0.100, 0.827, -1.323], [-2.617, -0.182, 1.118], [-4.412, -1.942, 0.835], [-2.962, -2.828, -3.115], [-1.360, -0.857, -2.973], [-0.413, 2.257, -3.738], [0.749, 2.569, -4.443], [0.943, 3.524, -5.445], [-0.001, 4.319, -6.100], [-1.323, 4.538, -5.727], [-1.986, 4.014, -4.608], [-1.611, 2.960, -3.774], [-0.355, 1.410, -3.049], [1.640, 1.982, -4.187], [1.973, 3.631, -5.806], [0.351, 4.873, -6.988], [-1.885, 5.242, -6.362], [-2.965, 4.457, -4.392], [-2.373, 2.635, -3.052]],
  "atomic_forces_ev_per_a": [[-0.157, -0.574, 0.176], [-0.168, -0.168, -0.567], [0.200, 0.122, -0.145], [0.399, -0.246, 0.093], [-0.707, 0.288, 0.149], [0.287, 0.413, 0.054], [0.139, -0.432, -0.082], [0.142, 0.128, -0.405], [-0.163, -0.310, 0.050], [0.107, 0.410, 0.259], [-0.044, -0.223, 0.098], [0.199, -0.077, 0.181], [0.207, 0.174, -0.207], [-0.015, -0.152, -0.088], [0.306, 0.014, 0.058], [0.386, 1.005, 0.173], [-0.341, -0.904, -0.009], [-0.211, 0.194, 0.058], [0.152, -0.671, 0.149], [0.218, 0.166, 0.058], [0.062, -0.623, -0.024], [-0.225, 0.016, 0.107], [0.232, 0.286, 0.052], [0.060, 0.116, 0.127], [-0.432, 0.045, 0.174], [0.029, 0.278, -0.295], [0.552, -0.243, 0.703], [0.144, -0.261, 0.057], [-0.553, 0.390, -0.338], [-0.043, -0.122, -0.140], [-0.123, 0.110, 0.218], [0.411, 0.274, -0.408], [-0.785, -0.042, -1.297], [0.399, -0.048, 1.489], [-0.777, -0.308, -0.631], [0.318, 0.557, -0.895], [0.004, -0.335, -0.440], [0.716, 0.439, 0.154], [-1.535, -2.309, -0.543], [-0.593, 1.380, 2.085], [0.902, 0.825, -2.059], [-0.361, 0.004, 0.389], [-0.054, 0.600, 0.664], [-0.316, 0.447, 0.035], [0.179, 0.082, -0.207], [0.032, 0.030, 0.168], [-0.176, -0.043, -0.006], [0.073, 0.000, 0.214], [0.170, -0.103, -0.244], [-0.226, -0.060, 0.030], [0.180, -0.047, -0.280], [-0.184, 0.332, 0.030], [0.286, 0.058, 0.494], [0.001, -0.095, 0.278], [-0.374, -0.211, -0.143], [0.257, -0.180, 0.216], [-0.090, 0.274, 0.285], [-0.159, 0.082, -0.461], [-0.095, -0.227, -0.011], [0.091, 0.087, -0.284], [-0.139, 0.105, 0.049], [-0.115, -0.207, -0.036], [-0.163, 0.161, 0.177], [0.056, -0.006, 0.117], [-0.233, -0.099, 0.171], [0.178, -0.159, -0.119], [-0.024, 0.125, 0.123], [0.074, 0.151, -0.181], [0.065, 0.240, -0.133], [0.049, -0.096, -0.064], [0.128, -0.069, 0.094], [-0.246, 0.219, 0.118], [0.233, 0.052, 0.236], [-0.052, -0.112, -0.098], [-0.220, -0.035, 0.131], [0.103, -0.176, -0.070], [0.011, 0.252, -0.103], [-0.035, 0.217, -0.442], [0.142, 0.243, 0.067], [0.411, -0.439, 0.145], [0.207, -0.132, 0.199], [-0.238, 0.162, 0.259], [0.095, 0.229, -0.240], [-0.048, -0.110, -0.136], [0.265, 0.190, -0.170], [-0.120, 0.036, 0.115], [0.133, -0.070, -0.254], [0.029, 0.023, 0.178], [0.355, -0.265, -0.064], [-0.082, -0.225, 0.394], [0.027, -0.458, -0.440], [0.325, -0.088, -0.045], [0.042, 0.176, 0.213], [-0.121, -0.471, 0.480], [0.184, 0.045, -0.218], [0.318, -0.024, -0.045], [0.203, 0.008, -0.138], [0.176, 0.076, -0.133], [-0.180, 0.114, 0.085], [-0.196, 0.189, -0.238], [-0.378, -0.003, 0.255], [-0.024, 0.346, -0.218], [-0.385, 0.247, -0.030], [-0.437, -0.197, 0.081], [-0.156, -0.309, 0.590], [0.234, -0.353, 0.492], [0.278, -0.276, -0.186], [0.339, 0.159, -0.281]],
  "lumo_energy_ha": -0.1955,
  "gap_ev": 3.99,
  "e_tot_ev": -56158.9891,
  "homo_ev": -9.32,
  "charge": 1
}

{
  "formula": "C6H8S",
  "method": "ωB97M-V/def2-TZVPD",
  "elements": ["C", "C", "S", "C", "C", "C", "C", "H", "H", "H", "H", "H", "H", "H", "H"],
  "positions_angstrom": [[0.760, -1.562, 0.200], [0.441, -0.102, 0.036], [1.931, 0.950, -0.018], [-0.315, 0.669, 1.174], [-1.410, 1.227, 0.681], [-1.485, 0.897, -0.721], [-0.436, 0.178, -1.172], [1.103, -2.113, -0.698], [-0.035, -2.145, 0.733], [1.639, -1.634, 0.783], [2.465, 0.066, -0.950], [0.069, 0.711, 2.241], [-2.166, 1.717, 1.245], [-2.222, 1.161, -1.375], [-0.340, -0.021, -2.159]],
  "atomic_forces_ev_per_a": [[-0.209, -1.290, 0.520], [-0.856, 1.428, -0.193], [0.917, -1.249, -1.295], [1.256, -1.427, 1.115], [0.030, -0.683, -0.067], [1.592, -0.975, -0.146], [-1.243, 1.649, 4.471], [-0.794, 0.633, -0.051], [0.460, 0.551, -0.702], [0.848, -0.112, 1.196], [0.100, 1.080, 0.607], [-0.514, -0.143, -1.567], [-0.335, 0.624, 0.254], [-2.111, 1.026, -1.417], [0.858, -1.112, -2.726]],
  "lumo_energy_ha": 0.0290,
  "gap_ev": 9.28,
  "e_tot_ev": -17185.1080,
  "homo_ev": -8.49,
  "e_above_lowest_kcal_mol": 31.4,
  "smiles": "CC1(S)C=CC=C1",
  "charge": 0
}